(1)
{"formula": "C18H16BrN2O6", "method": "ωB97M-V/def2-TZVPD", "charge": -1, "relative_energy_kj_mol": 283.0, "smiles": "CCOC(=O)[C@@H](c1ccc(Br)cc1)[C@@H](C=[N+]([O-])[O-])c1ccc([N+](=O)[O-])cc1", "symbols": ["C", "C", "O", "C", "O", "C", "C", "C", "C", "C", "Br", "C", "C", "C", "C", "N", "O", "O", "C", "C", "C", "C", "N", "O", "O", "C", "C", "H", "H", "H", "H", "H", "H", "H", "H", "H", "H", "H", "H", "H", "H", "H", "H"], "coordinates": [[-0.651, -1.912, -4.975], [-0.530, -2.532, -3.624], [-0.608, -1.409, -2.680], [-0.766, -1.760, -1.383], [-0.965, -2.916, -0.993], [-0.678, -0.542, -0.446], [-1.645, -0.620, 0.707], [-1.610, -1.796, 1.432], [-2.204, -1.946, 2.692], [-2.934, -0.853, 3.193], [-3.766, -1.051, 4.878], [-3.053, 0.340, 2.462], [-2.449, 0.423, 1.204], [1.048, -0.161, -0.192], [1.545, -0.082, -1.587], [1.973, -1.249, -2.191], [2.092, -1.398, -3.433], [2.221, -2.202, -1.383], [1.481, 1.025, 0.642], [1.849, 0.908, 1.984], [2.036, 2.007, 2.806], [1.901, 3.289, 2.264], [1.991, 4.455, 3.046], [1.828, 5.563, 2.499], [2.217, 4.349, 4.262], [1.685, 3.465, 0.887], [1.521, 2.333, 0.096], [-0.117, -2.491, -5.711], [-1.722, -1.887, -5.236], [-0.297, -0.894, -4.941], [-1.334, -3.233, -3.394], [0.418, -3.059, -3.501], [-0.826, 0.392, -1.010], [-1.095, -2.654, 1.019], [-2.104, -2.877, 3.249], [-3.627, 1.148, 2.885], [-2.594, 1.316, 0.642], [1.181, -1.101, 0.326], [1.456, 0.795, -2.215], [1.916, -0.065, 2.409], [2.274, 1.927, 3.863], [1.602, 4.485, 0.442], [1.340, 2.468, -0.992]], "forces_ev_per_angstrom": [[-1.2, -0.1, -0.2], [0.2, 0.1, 0.9], [-0.5, -1.2, 0.9], [0.1, -0.9, 0.4], [0.3, 1.9, -1.2], [-0.1, 2.3, -0.8], [0.6, 0.1, 0.3], [0.0, -1.0, 1.5], [-0.5, 1.0, -0.5], [0.7, -0.3, -0.7], [-0.1, 0.2, 0.2], [0.1, -1.2, 0.0], [0.5, -0.5, 0.5], [-1.1, -1.0, -0.5], [1.3, -1.2, -0.6], [-0.1, 1.1, 1.8], [0.3, 0.5, 0.3], [-0.2, -0.4, -0.9], [-0.8, 0.8, -0.3], [-0.5, 0.2, -0.1], [0.1, 0.8, 0.0], [-0.1, -1.1, -1.7], [0.2, 2.4, 1.8], [0.2, -1.4, 0.7], [-0.2, -0.1, -1.3], [-0.1, 0.0, -0.4], [-0.6, 0.0, -0.6], [0.2, -0.1, -0.3], [0.4, 0.1, -0.2], [0.4, 0.2, -0.1], [0.0, 0.1, 0.0], [0.0, 0.3, 0.3], [-0.7, -0.5, -0.2], [0.1, 0.2, 0.1], [-0.1, 0.3, -0.1], [-0.1, 0.2, -0.1], [0.1, 0.6, -0.4], [1.3, 0.1, -0.1], [-0.2, -0.3, 0.0], [0.0, -0.6, 0.3], [-0.1, -0.2, -0.2], [0.2, -1.1, 0.6], [0.1, -0.1, 1.0]]}

(2)
{"formula": "C2H4N2S2", "method": "ωB97M-V/def2-TZVPD", "charge": 0, "relative_energy_kj_mol": 110.4, "smiles": "[H]/N=C(/N)C(=S)S", "symbols": ["H", "N", "C", "N", "C", "S", "S", "H", "H", "H"], "coordinates": [[0.486, 0.311, -2.155], [1.111, 0.562, -1.396], [0.589, 0.237, -0.299], [1.178, 0.469, 0.912], [-0.771, -0.391, -0.302], [-1.509, -0.903, -1.683], [-1.409, -0.493, 1.280], [0.762, 0.398, 1.829], [2.058, 0.984, 0.813], [-2.494, -1.173, 1.000]], "forces_ev_per_angstrom": [[0.1, -0.1, -0.1], [1.0, 0.5, -0.2], [-0.8, 0.0, 0.0], [1.4, 0.6, -0.2], [-0.7, -0.6, -0.8], [0.3, 0.2, 1.0], [0.0, 0.2, 0.8], [0.0, 0.0, -0.5], [-0.6, -0.3, 0.4], [-0.7, -0.4, -0.3]]}

(3)
{"formula": "C10H21BCl4IN7O4P", "method": "ωB97M-V/def2-TZVPD", "charge": 1, "relative_energy_kj_mol": 0.0, "symbols": ["N", "C", "C", "C", "C", "N", "N", "B", "N", "O", "C", "I", "C", "P", "O", "O", "O", "C", "C", "C", "N", "N", "N", "H", "H", "H", "H", "H", "H", "H", "H", "H", "H", "H", "H", "H", "H", "H", "H", "H", "H", "H", "H", "H", "C", "Cl", "Cl", "Cl", "Cl"], "coordinates": [[3.929, -2.241, -1.112], [2.611, -1.609, -0.909], [1.774, -1.808, -2.163], [0.334, -1.258, -2.103], [0.312, 0.144, -1.577], [0.640, 1.033, -2.474], [0.725, 2.307, -2.101], [1.121, 3.242, -3.282], [0.117, 3.926, -3.985], [2.444, 3.263, -3.551], [0.526, 2.736, -0.869], [0.904, 4.760, -0.559], [0.149, 1.830, 0.145], [-0.052, 2.497, 1.853], [-0.669, 3.812, 1.876], [1.461, 2.522, 2.376], [-0.752, 1.443, 2.808], [0.009, 0.497, -0.236], [-0.495, -0.543, 0.697], [-2.072, -0.552, 0.723], [-2.571, 0.821, 0.720], [-2.648, -1.202, -0.450], [-2.518, -1.278, 1.897], [4.667, -1.555, -1.035], [4.112, -2.933, -0.400], [2.134, -2.067, -0.040], [2.763, -0.547, -0.701], [2.307, -1.373, -3.006], [1.719, -2.882, -2.330], [-0.041, -1.236, -3.122], [-0.274, -1.930, -1.510], [-0.831, 3.807, -3.657], [0.286, 4.908, -4.155], [2.608, 3.281, -4.501], [2.010, 1.807, 2.029], [-0.304, 1.408, 3.666], [-0.134, -0.341, 1.698], [-0.134, -1.534, 0.441], [-3.020, 0.997, 1.607], [-3.255, 0.930, -0.016], [-2.323, -2.159, -0.524], [-2.387, -0.726, -1.306], [-1.752, -1.524, 2.511], [-2.990, -2.125, 1.613], [-2.098, -3.716, 5.013], [-2.943, -4.485, 3.665], [-0.753, -2.739, 4.367], [-3.201, -2.665, 5.888], [-1.445, -4.944, 6.084]], "forces_ev_per_angstrom": [[-0.2, 0.2, 0.2], [0.6, -0.3, -0.1], [-0.1, -0.1, 0.2], [0.5, -0.2, 0.0], [-0.2, -0.3, -0.1], [0.1, 0.5, -0.2], [0.0, -0.1, -0.4], [0.1, 0.2, -0.1], [-0.3, 0.0, 0.8], [-0.1, -0.5, -0.1], [0.0, 0.3, 0.8], [0.1, 0.0, -0.2], [-0.2, -0.5, -0.1], [-0.1, 0.6, 0.3], [-0.1, 0.0, -0.2], [0.1, -0.1, -0.2], [0.2, -0.4, -0.1], [0.2, 0.2, 0.3], [0.0, 0.0, 0.2], [-0.5, 0.0, -0.1], [0.5, 0.1, 0.0], [0.3, 0.0, 0.1], [0.4, 0.0, -0.2], [0.1, 0.0, -0.1], [0.0, -0.1, 0.0], [-0.2, 0.1, 0.1], [-0.2, 0.1, 0.1], [0.0, 0.1, -0.1], [0.0, -0.1, -0.2], [-0.2, 0.0, 0.0], [-0.1, 0.1, 0.0], [-0.1, 0.0, -0.2], [0.1, -0.1, -0.5], [0.2, 0.4, 0.0], [0.1, 0.0, 0.1], [-0.1, 0.0, 0.0], [-0.1, 0.1, 0.1], [-0.1, 0.0, -0.1], [-0.1, 0.1, 0.1], [-0.2, 0.0, 0.1], [0.0, 0.0, 0.0], [-0.1, 0.0, 0.0], [-0.2, 0.0, 0.0], [-0.2, 0.0, 0.2], [-0.1, 0.0, 0.0], [0.0, 0.0, 0.0], [0.2, -0.1, 0.1], [0.0, 0.0, 0.0], [0.0, 0.0, 0.0]]}

(4)
{"formula": "C11H36BF4O7", "method": "ωB97M-V/def2-TZVPD", "charge": -1, "symbols": ["B", "F", "F", "F", "F", "C", "O", "H", "H", "H", "H", "C", "O", "H", "H", "H", "H", "C", "O", "H", "H", "H", "H", "C", "C", "O", "H", "H", "H", "H", "H", "H", "C", "C", "O", "H", "H", "H", "H", "H", "H", "C", "C", "O", "H", "H", "H", "H", "H", "H", "C", "C", "O", "H", "H", "H", "H", "H", "H"], "coordinates": [[0.367, -1.003, 0.093], [-0.288, -2.206, 0.392], [1.551, -1.265, -0.603], [-0.512, -0.320, -0.748], [0.590, -0.268, 1.276], [-2.361, -4.465, -1.016], [-2.711, -5.530, -1.915], [-1.926, -4.925, -0.128], [-1.574, -3.824, -1.416], [-3.166, -3.761, -0.801], [-3.470, -5.961, -1.514], [1.605, -2.826, 3.028], [0.233, -2.464, 3.081], [1.794, -3.642, 3.724], [1.920, -3.093, 2.015], [2.229, -1.959, 3.278], [0.073, -2.138, 2.181], [-0.873, -1.289, -3.420], [0.203, -2.161, -3.105], [-1.857, -1.626, -3.079], [-0.731, -0.290, -3.009], [-0.891, -1.256, -4.510], [0.443, -2.017, -2.182], [2.635, 2.276, 3.401], [1.138, 2.035, 3.483], [0.940, 0.653, 3.787], [2.817, 3.351, 3.288], [3.146, 1.659, 2.663], [3.154, 2.065, 4.339], [0.549, 2.285, 2.595], [0.693, 2.684, 4.245], [0.833, 0.296, 2.888], [-0.609, 3.293, -0.623], [-1.621, 2.958, -1.736], [-1.540, 3.888, -2.794], [-0.644, 4.306, -0.219], [0.412, 3.151, -0.982], [-0.814, 2.534, 0.134], [-2.678, 2.946, -1.452], [-1.476, 1.898, -1.974], [-0.705, 4.353, -2.717], [4.174, 2.397, -1.476], [3.161, 1.430, -0.795], [3.553, 0.127, -1.249], [4.319, 2.218, -2.542], [5.169, 2.251, -1.048], [3.985, 3.472, -1.408], [2.167, 1.674, -1.173], [3.277, 1.448, 0.288], [2.720, -0.378, -1.060], [-3.409, 0.580, -0.203], [-3.503, -0.931, 0.006], [-2.820, -1.330, 1.188], [-3.707, 0.878, -1.209], [-2.402, 0.895, 0.054], [-4.158, 1.030, 0.453], [-2.980, -1.500, -0.768], [-4.554, -1.224, -0.020], [-1.869, -1.377, 1.016]], "forces_ev_per_angstrom": [[-0.7, 0.4, -0.3], [0.3, -0.4, 0.3], [-0.3, -0.5, 0.4], [0.2, 0.6, 0.0], [0.2, -0.2, -0.7], [0.7, -0.1, 0.1], [-0.1, 0.6, 0.0], [-0.3, 0.4, 0.4], [0.1, -0.4, -0.5], [-0.3, -0.4, 0.2], [0.0, -0.1, -0.1], [0.1, 0.6, 0.0], [0.4, -0.2, -0.5], [0.0, 0.0, 0.0], [-0.1, -0.4, 0.0], [0.1, -0.1, 0.3], [-0.5, -0.2, 0.7], [0.2, 0.0, -0.4], [-0.3, 0.1, 0.3], [0.1, -0.3, 0.1], [0.1, 0.0, -0.2], [-0.1, 0.2, 0.0], [0.1, 0.0, -0.2], [0.1, 1.0, 0.3], [0.2, -0.5, 0.5], [-0.4, 0.6, -0.5], [0.2, -0.1, -0.6], [-0.2, 0.2, -0.3], [-0.5, -0.3, 0.2], [0.5, 0.1, -0.4], [0.1, -0.3, 0.4], [-0.1, -0.6, 0.8], [-0.7, -0.7, -0.3], [0.1, 0.2, 0.9], [0.1, -0.1, -0.7], [-0.5, 0.0, 0.0], [0.0, -0.2, -0.1], [0.4, 0.3, 0.4], [0.2, 0.4, 0.6], [0.5, 0.2, -0.8], [0.1, -0.1, -0.1], [0.4, 0.1, 0.4], [1.9, 0.3, -1.7], [-1.4, 0.2, 0.4], [-0.5, -0.4, 0.0], [0.0, -0.1, 0.2], [-0.4, -0.1, 0.4], [-0.3, -0.1, 0.5], [-0.5, 0.4, 0.1], [1.5, 0.0, -0.4], [-0.7, -0.5, 0.2], [1.5, -0.1, -0.6], [-1.0, 0.1, 0.8], [0.3, -0.1, -0.1], [-0.1, 0.2, -0.1], [0.3, 0.3, 0.2], [-0.4, 0.4, -0.6], [0.1, -0.3, 0.6], [-0.4, -0.1, -0.2]]}

(5)
{"formula": "C58H62Ge2NO4Sn", "method": "ωB97M-V/def2-TZVPD", "charge": 1, "relative_energy_kj_mol": 20.1, "symbols": ["Sn", "C", "C", "C", "O", "C", "C", "O", "C", "O", "C", "C", "C", "C", "C", "C", "C", "C", "C", "C", "C", "C", "C", "O", "C", "C", "C", "C", "C", "C", "C", "C", "C", "C", "C", "C", "H", "H", "H", "H", "H", "H", "H", "H", "H", "H", "H", "H", "H", "H", "H", "H", "H", "H", "H", "H", "H", "H", "H", "H", "H", "H", "H", "H", "C", "C", "Ge", "C", "C", "C", "C", "Ge", "C", "C", "C", "C", "C", "C", "C", "C", "C", "C", "H", "H", "H", "H", "H", "H", "H", "H", "H", "H", "H", "H", "H", "H", "H", "H", "H", "H", "H", "H", "H", "H", "H", "H", "H", "H", "C", "C", "C", "C", "N", "C", "C", "C", "C", "C", "C", "C", "H", "H", "H", "H", "H", "H", "H", "H"], "coordinates": [[-1.079, -0.140, 0.209], [-0.075, -5.358, 2.664], [0.874, -4.232, 3.012], [1.569, -4.523, 4.335], [1.844, -4.063, 1.968], [2.035, -2.674, 1.680], [1.191, -2.032, 2.802], [0.170, -2.991, 3.046], [0.683, -0.598, 2.885], [-0.266, -0.247, 1.928], [-0.017, -0.470, 4.261], [-1.369, -0.165, 4.349], [-1.990, -0.061, 5.588], [-1.268, -0.257, 6.754], [0.088, -0.545, 6.674], [0.708, -0.643, 5.438], [1.831, 0.424, 2.870], [1.481, 1.759, 2.670], [2.435, 2.761, 2.713], [3.764, 2.452, 2.981], [4.118, 1.132, 3.204], [3.160, 0.125, 3.143], [1.995, -2.495, 0.123], [2.201, -1.121, -0.177], [3.177, -3.377, -0.317], [4.470, -2.966, 0.006], [5.573, -3.715, -0.367], [5.398, -4.908, -1.059], [4.116, -5.344, -1.351], [3.012, -4.587, -0.978], [0.738, -2.862, -0.654], [0.807, -2.806, -2.052], [-0.282, -3.139, -2.832], [-1.486, -3.515, -2.238], [-1.581, -3.534, -0.861], [-0.471, -3.204, -0.073], [0.473, -6.300, 2.663], [-0.519, -5.223, 1.680], [-0.860, -5.417, 3.419], [2.179, -5.419, 4.224], [0.825, -4.692, 5.114], [2.223, -3.712, 4.651], [3.064, -2.398, 1.911], [1.877, -2.083, 3.651], [-1.937, 0.010, 3.447], [-3.045, 0.182, 5.638], [-1.753, -0.174, 7.718], [0.670, -0.681, 7.577], [1.775, -0.835, 5.403], [0.441, 2.008, 2.504], [2.138, 3.793, 2.561], [4.510, 3.234, 3.028], [5.147, 0.876, 3.428], [3.480, -0.893, 3.336], [4.624, -2.034, 0.543], [6.569, -3.372, -0.116], [6.257, -5.498, -1.355], [3.968, -6.283, -1.870], [2.020, -4.954, -1.205], [1.740, -2.540, -2.536], [-0.194, -3.122, -3.911], [-2.335, -3.793, -2.849], [-2.509, -3.834, -0.390], [-0.530, -3.229, 1.000], [5.584, -1.279, -3.057], [4.116, -1.583, -2.755], [3.288, -0.376, -1.426], [4.390, 0.832, -0.366], [5.618, 1.465, -1.019], [2.245, 0.699, -2.680], [1.000, 0.929, -3.098], [-0.764, 0.538, -2.377], [-1.983, -0.488, -3.512], [-2.965, 0.399, -4.277], [-0.603, 3.276, 0.031], [-0.118, 4.265, -1.022], [0.798, 1.588, -4.439], [-0.139, 2.596, -4.668], [-0.294, 3.152, -5.932], [0.473, 2.703, -6.995], [1.400, 1.691, -6.786], [1.555, 1.138, -5.526], [5.970, -1.978, -3.801], [6.202, -1.381, -2.163], [5.726, -0.268, -3.447], [4.013, -2.625, -2.455], [3.516, -1.454, -3.661], [4.659, 0.311, 0.555], [3.692, 1.615, -0.053], [6.398, 0.733, -1.227], [6.045, 2.223, -0.359], [5.370, 1.961, -1.961], [2.991, 1.132, -3.360], [-2.514, -1.194, -2.876], [-1.356, -1.073, -4.187], [-3.572, 0.999, -3.596], [-3.642, -0.216, -4.872], [-2.449, 1.080, -4.955], [0.067, 2.405, 0.042], [-0.498, 3.721, 1.026], [-0.097, 3.817, -2.018], [0.898, 4.588, -0.792], [-0.741, 5.158, -1.061], [-0.740, 2.990, -3.858], [-1.019, 3.943, -6.079], [0.349, 3.135, -7.980], [1.999, 1.324, -7.610], [2.258, 0.327, -5.378], [-4.156, -2.585, 2.427], [-5.256, -1.734, 2.397], [-5.153, -0.520, 1.742], [-3.968, -0.182, 1.098], [-2.945, -1.059, 1.064], [-3.018, -2.206, 1.752], [-3.704, 1.167, 0.536], [-4.735, 2.043, 0.176], [-4.398, 3.293, -0.289], [-3.059, 3.686, -0.382], [-2.035, 2.808, -0.070], [-2.369, 1.549, 0.434], [-4.171, -3.517, 2.972], [-6.168, -1.996, 2.915], [-5.964, 0.193, 1.774], [-2.121, -2.808, 1.787], [-5.775, 1.749, 0.236], [-5.173, 3.993, -0.574], [-2.838, 4.685, -0.740], [-1.441, 1.882, -2.068]], "forces_ev_per_angstrom": [[-0.1, 0.4, -0.3], [0.0, 0.0, 0.0], [0.0, 0.1, 0.0], [0.0, 0.0, 0.0], [-0.1, 0.0, -0.1], [-0.1, 0.0, 0.0], [0.0, 0.0, 0.0], [0.0, 0.0, -0.1], [0.0, 0.1, 0.0], [0.1, -0.4, 0.3], [0.0, 0.0, 0.0], [0.0, 0.0, 0.0], [0.0, 0.0, 0.0], [0.0, 0.0, 0.0], [0.0, 0.0, 0.0], [0.0, 0.0, 0.0], [0.0, 0.0, -0.1], [0.0, 0.0, -0.1], [0.0, 0.0, 0.0], [0.0, 0.0, 0.0], [0.0, 0.0, 0.0], [0.0, 0.0, 0.1], [-0.1, 0.0, -0.1], [0.2, 0.1, 0.4], [0.0, 0.0, 0.1], [0.0, 0.0, 0.1], [0.0, 0.0, 0.0], [0.0, 0.0, 0.0], [0.0, 0.0, 0.0], [0.0, 0.0, 0.1], [0.0, -0.2, 0.0], [0.0, -0.1, 0.0], [0.0, 0.0, 0.0], [0.0, -0.1, 0.0], [0.0, 0.0, 0.0], [0.1, 0.1, -0.1], [0.0, 0.0, 0.0], [0.0, 0.0, 0.0], [0.0, 0.0, 0.0], [0.0, 0.0, 0.0], [0.0, 0.0, 0.0], [0.0, 0.0, 0.0], [0.0, -0.1, 0.0], [0.0, 0.0, 0.0], [0.0, 0.0, 0.0], [0.0, 0.0, 0.0], [0.0, 0.0, 0.0], [0.0, 0.0, 0.0], [0.0, 0.0, 0.0], [0.0, 0.0, 0.0], [0.0, 0.0, 0.0], [0.0, 0.0, 0.0], [0.0, 0.0, 0.0], [0.0, 0.1, 0.0], [0.0, 0.0, 0.0], [0.0, 0.0, 0.0], [0.0, 0.0, 0.0], [0.0, 0.0, 0.0], [0.0, 0.0, 0.0], [-0.1, 0.0, 0.0], [0.0, 0.0, 0.0], [0.0, 0.0, 0.0], [0.0, 0.0, 0.0], [0.1, -0.1, 0.1], [0.0, 0.0, 0.0], [0.1, -0.1, -0.1], [-0.2, 0.1, -0.2], [0.0, 0.0, 0.1], [0.0, 0.0, 0.0], [-0.1, 0.1, 0.1], [0.0, 0.1, -0.4], [0.2, -0.3, 0.3], [0.0, 0.0, -0.1], [0.0, 0.0, 0.0], [0.1, 0.0, -0.2], [0.1, 0.0, 0.0], [0.0, -0.1, 0.0], [0.0, 0.1, 0.0], [0.0, 0.0, 0.0], [0.0, 0.0, 0.0], [0.0, 0.0, 0.0], [0.0, -0.1, 0.0], [0.0, 0.0, 0.0], [0.0, 0.0, 0.0], [0.0, 0.0, 0.0], [0.0, 0.1, -0.1], [0.0, 0.0, 0.0], [0.0, 0.0, 0.0], [0.0, 0.0, 0.0], [0.0, 0.0, 0.0], [0.0, 0.0, 0.0], [0.0, 0.0, 0.0], [0.0, 0.0, 0.0], [0.0, 0.0, 0.0], [-0.1, 0.0, 0.0], [0.0, 0.0, 0.0], [0.0, 0.0, 0.0], [0.0, 0.0, 0.0], [0.0, 0.0, 0.0], [0.1, 0.0, 0.0], [0.0, 0.0, 0.1], [0.0, 0.0, 0.0], [0.0, 0.0, 0.0], [0.0, -0.1, 0.0], [0.0, 0.0, 0.0], [0.0, 0.0, 0.0], [0.0, 0.0, 0.0], [0.0, 0.0, 0.0], [-0.1, 0.0, 0.0], [0.1, 0.0, 0.0], [0.0, 0.0, 0.0], [0.0, 0.1, 0.0], [0.1, 0.1, 0.1], [0.0, 0.0, 0.0], [-0.1, 0.0, 0.0], [0.1, -0.3, 0.1], [0.2, 0.4, -0.1], [-0.4, 0.0, -0.3], [-0.1, 0.5, 1.1], [-0.2, -0.3, -0.4], [0.0, 0.0, 0.0], [0.0, 0.0, 0.0], [0.0, 0.0, 0.0], [-0.1, 0.1, 0.0], [0.0, 0.0, 0.0], [0.0, 0.0, 0.0], [0.0, 0.0, 0.1], [0.1, -0.2, -0.1]]}

| no. | highest occupied orbital energy (eV) |
| --- | --- |
| 1 | -3.84 |
| 2 | -9.18 |
| 3 | -12.12 |
| 4 | -6.97 |
| 5 | -10.76 |